[1]
Computed, not measured: a molecular structure, C13H18N5O4S2Ti, with the ωB97M-V functional and the def2-TZVPD basis.

XYZ file:
```
43
Properties=species:S:1:pos:R:3:forces:R:3:mulliken_charge:R:1
C 1.7637 1.0287 1.7842 -0.04 0.01 0.00 -0.64
N -1.4173 3.2366 -1.7772 0.00 -0.01 0.00 -0.35
S 2.7203 -2.5807 0.7110 -0.19 -0.12 -0.03 -0.53
H -3.0883 4.3525 -2.3758 0.00 0.00 0.00 0.42
H 2.5586 0.7157 2.4721 0.00 -0.02 0.00 0.34
O 3.7724 2.2399 0.3169 0.00 0.00 0.00 -0.84
H -2.0807 -5.3453 1.2603 0.01 -0.01 -0.01 0.36
C -3.3731 3.5601 -0.3773 0.00 0.00 0.00 -0.79
H 3.2527 -1.1537 -1.7445 0.03 0.01 -0.02 0.21
H -2.9161 4.4367 0.0914 0.00 0.00 0.00 0.31
C 0.0688 -5.5399 1.4888 0.20 0.10 0.00 -0.05
C -1.1130 -4.8694 1.1700 -0.02 -0.07 -0.02 -0.73
H -3.2576 2.3996 1.4518 0.00 0.00 0.00 0.42
S -0.6170 0.6235 -1.8121 0.11 0.01 0.17 -0.45
C 3.0452 1.3443 -0.1590 -0.03 -0.01 0.02 0.30
C -1.0199 2.1147 -0.9952 0.01 0.02 -0.01 -0.17
C -1.0087 -3.5643 0.7253 -0.01 -0.01 0.13 -0.40
Ti 0.8639 -0.9528 -0.4665 0.06 0.00 -0.32 0.34
H 4.3201 0.9737 -1.8407 0.00 0.00 -0.01 0.33
O 0.5561 -1.9173 -1.7818 -0.01 0.08 0.23 -0.55
N 0.1534 -2.9406 0.6258 0.05 0.30 -0.35 0.11
C 0.4637 0.3681 2.2295 0.00 -0.02 -0.01 0.43
H -3.3864 2.5989 -2.2974 0.00 0.00 0.00 0.30
H -3.5081 1.4452 -0.0253 0.00 0.00 0.00 0.30
O -0.1266 -0.3593 1.3383 -0.08 -0.02 -0.18 -0.54
N -1.5253 2.1445 0.3168 -0.02 -0.01 0.01 -0.10
H -1.0612 3.0989 -2.7132 0.00 0.00 0.00 0.32
H -1.2305 1.3074 0.8096 0.00 0.02 -0.02 0.14
H -1.8800 -2.9811 0.4482 0.00 0.00 0.01 0.41
H 2.1431 -0.4477 -2.7561 0.04 0.02 -0.03 0.29
N 2.6449 -0.3579 -1.8851 -0.34 -0.14 0.26 -0.43
C -2.9734 2.3134 0.4001 0.02 0.00 0.00 -0.60
O 0.0302 0.5697 3.3630 0.01 0.00 0.01 -0.81
H 0.0362 -6.5679 1.8362 0.00 0.01 0.00 0.32
C -2.8676 3.4419 -1.8082 0.01 0.00 0.00 -0.61
C 1.2835 -4.8937 1.3607 -0.23 -0.11 -0.05 -0.73
C 3.2499 0.9366 -1.6171 0.05 0.02 -0.03 -0.56
N 2.0609 0.6830 0.4157 0.04 -0.03 -0.02 0.50
H 2.7476 1.6879 -2.2303 0.01 0.00 -0.01 0.17
C 1.3021 -3.5595 0.9089 0.36 -0.01 0.24 0.44
H 2.2202 -5.3849 1.5870 -0.01 -0.01 0.02 0.36
H -4.4607 3.6845 -0.3687 0.00 0.00 0.00 0.39
H 1.6540 2.1100 1.9201 -0.01 0.00 -0.01 0.37
```
Positions in Å, forces in eV/Å.

Calculated values
2S+1 = 2
calculated total energy = -2726.956335 Eh
relative energy (zero: lowest compared OMol25 entry of this formula, charge and spin) = 0.0 kcal/mol
LUMO energy (alpha / beta) = 4.91 / 4.91 eV
orbital gap (alpha / beta) = 4.2605 / 6.7387 eV
total charge = -2

[2]
Computed, not measured: a molecular structure, C13H18NO5S2Yb in a non-equilibrium geometry, with the ωB97M-V functional and the def2-TZVPD basis.

XYZ file:
```
40
Properties=species:S:1:pos:R:3:forces:R:3:mulliken_charge:R:1
O 0.9799 -0.5145 2.1122 -0.03 -0.39 -0.69 -0.16
H 0.1737 -2.1626 3.0828 0.16 0.09 -0.01 0.28
Yb 0.1261 -0.4603 -0.1508 -0.08 0.10 0.93 1.25
C 1.1493 -1.8154 2.7178 0.03 -0.57 -0.44 -0.51
C -2.7847 -2.0099 -0.3116 -0.96 0.29 0.07 -0.81
C 1.7207 -2.7286 1.6333 0.48 0.46 0.67 -0.57
S -2.1118 4.0293 -1.8752 1.01 -0.86 -0.25 1.14
C -0.1280 -3.6543 0.3657 -0.57 -0.26 -0.46 -0.35
C 1.8384 3.1007 -2.8243 -0.01 -0.08 0.12 -0.77
H 3.1207 1.8996 -1.6088 0.00 0.00 -0.02 0.47
O -2.1836 5.4131 -1.6166 0.03 0.30 0.36 -0.53
H -2.7586 -2.2013 0.7696 0.05 0.05 -0.27 0.38
C -0.9047 -3.3814 -0.9233 0.71 -0.51 0.13 -0.68
H 0.4472 4.5073 -3.6836 -0.02 0.04 -0.18 0.48
C 1.1387 1.9970 -0.7561 -0.33 0.23 -0.04 0.20
H -3.1967 -1.0167 -0.5114 0.18 -0.21 0.15 0.30
O -2.8234 3.4114 -2.9374 -0.15 -0.07 -0.11 -0.54
C -0.1487 2.5715 -0.9598 0.36 0.08 -0.06 0.60
C -1.4194 2.3599 -0.2007 0.30 -0.01 -0.05 0.24
H -0.2195 -3.4199 -1.7816 -0.23 -0.03 0.15 0.29
C -0.3630 3.4651 -1.9953 -0.57 -0.25 0.31 -0.17
H 0.8345 1.4709 2.6150 0.12 -0.13 0.06 0.29
H 2.7133 -2.3633 1.3428 -0.17 -0.20 0.07 0.29
H 2.5980 3.2817 -3.5694 0.11 0.04 0.02 0.44
O -1.4596 -2.0525 -0.8914 0.78 0.49 0.36 -0.22
H -3.4259 -2.7440 -0.8053 0.22 0.00 0.02 0.35
S -1.5520 1.0638 0.9657 0.18 -0.31 0.19 -0.29
O 0.9158 -2.6547 0.4395 -0.62 0.68 -0.17 -0.29
N -2.4120 3.0761 -0.5060 -0.53 0.41 -0.17 -0.53
H 1.5010 1.7572 0.2704 -0.35 -0.19 -0.51 0.30
H 0.7997 0.3777 4.0011 -0.04 -0.12 -0.12 0.43
C 1.2696 0.5618 3.0342 -0.05 0.67 0.12 -0.94
C 2.1129 2.2736 -1.7401 0.01 -0.06 0.16 -0.49
H 1.8407 -1.7602 3.5647 -0.06 0.02 -0.18 0.52
H 2.3517 0.6640 3.1593 -0.16 -0.08 -0.07 0.36
C 0.6194 3.7673 -2.9178 -0.05 -0.05 0.07 -0.46
H -0.7957 -3.5729 1.2354 0.24 -0.06 -0.07 0.30
H -1.6952 -4.1268 -1.0643 0.13 0.21 0.00 0.48
H 0.3289 -4.6505 0.3364 -0.10 0.19 0.02 0.45
H 1.8024 -3.7596 1.9850 -0.03 0.07 -0.14 0.47
```
Positions in Å, forces in eV/Å.

Calculated values
2S+1 = 2
calculated total energy = -2891.566142 Eh
relative energy (zero: lowest compared OMol25 entry of this formula, charge and spin) = 74.8 kcal/mol
LUMO energy (alpha / beta) = -7.76 / -9.40 eV
orbital gap (alpha / beta) = 7.8240 / 6.1774 eV
total charge = +2

[3]
Computed, not measured: a molecular structure, C13H18O2RhSTe, with the ωB97M-V functional and the def2-TZVPD basis.

XYZ file:
```
36
Properties=species:S:1:pos:R:3:forces:R:3:mulliken_charge:R:1
Rh -0.4059 -0.0955 1.4805 -0.22 -0.02 -0.21 0.39
H -2.6822 1.5152 2.5109 -0.02 0.00 0.03 0.46
H 0.1374 -2.7541 -0.8345 -0.01 0.00 -0.01 0.25
H -2.8707 -1.1362 2.7270 -0.01 -0.01 0.04 0.41
H 0.9022 2.2932 -0.3307 0.00 0.00 0.01 0.29
Te 2.0786 -0.7793 0.9676 -0.09 0.05 0.14 0.14
H 1.1873 0.0154 3.8690 0.01 -0.02 -0.04 0.64
H -0.4156 2.8752 -1.3877 0.01 -0.01 0.01 0.29
O -1.2947 -1.4231 -0.1063 0.16 -0.03 0.07 -0.05
C 0.1636 0.0510 3.5323 0.22 0.00 0.05 -0.80
H -0.1440 2.2197 3.1085 0.02 0.00 0.03 0.49
O -0.8524 1.2620 -0.1826 0.20 0.04 -0.02 -0.14
H 0.4848 1.3810 -1.7943 -0.02 -0.02 0.02 0.35
C 3.1530 0.9009 -1.4018 -0.05 0.03 -0.06 -0.53
H 2.7652 -0.3013 -4.5144 -0.01 0.01 -0.01 0.43
C -1.9086 0.8430 2.8460 0.13 0.20 -0.05 -0.32
H -0.7305 -3.2374 0.6377 0.01 0.01 0.00 0.22
H -2.3947 -1.2037 -1.8456 0.01 -0.01 0.01 0.40
H -0.6771 -0.7495 -1.9651 0.06 0.00 -0.02 0.25
H 3.8194 1.7821 -3.3223 0.01 0.00 0.00 0.41
C -0.8296 -2.7622 -0.3335 -0.07 -0.04 0.03 -0.75
H -2.7969 0.6895 -0.2906 -0.02 0.00 -0.01 0.28
C 3.3057 0.9803 -2.8130 0.12 -0.06 0.07 -0.39
C -2.0055 -0.5372 2.9640 0.06 -0.24 0.02 -0.28
C 2.7666 -0.0929 -3.4566 -0.11 0.03 0.04 -0.50
C -1.9205 0.6840 -0.9399 -0.10 -0.01 -0.05 -0.64
H 3.5287 1.6398 -0.7080 0.02 0.01 -0.01 0.48
C -0.7046 -1.0578 3.3370 -0.19 -0.08 0.01 -0.32
C -1.5609 -0.7243 -1.3254 -0.07 0.03 -0.01 -0.33
H -1.5669 -3.2947 -0.9357 0.00 0.00 0.00 0.30
S 2.0553 -1.1863 -2.3499 0.05 -0.01 -0.07 -0.13
C 2.4631 -0.2088 -0.9985 0.05 0.00 0.00 0.05
C -0.5397 1.2173 3.1320 -0.11 0.08 -0.05 -0.41
H -2.1286 1.2904 -1.8228 0.02 0.02 0.02 0.46
C 0.0908 1.9965 -0.9859 -0.10 0.07 -0.02 -0.84
H -0.4721 -2.0919 3.5324 0.02 0.00 0.00 0.46
```
Positions in Å, forces in eV/Å.

Calculated values
calculated total energy = -1433.109066 Eh
relative energy (zero: lowest compared OMol25 entry of this formula, charge and spin) = 3.8 kcal/mol
LUMO energy = -3.88 eV
orbital gap = 6.9719 eV
total charge = +1

Q: Which value of relative energy (zero: lowest compared OMol25 entry of this formula, charge and spin) does entry 2 give?
A: 74.8 kcal/mol

Q: Look up the total charge of the third one.
A: +1

Q: relative energy (zero: lowest compared OMol25 entry of this formula, charge and spin) of number 1 (C13H18N5O4S2Ti)?
A: 0.0 kcal/mol